Entry 1:
{
  "formula": "C23H21N11ORuS3",
  "method": "ωB97M-V with the def2-TZVPD basis set",
  "charge": 1,
  "orbital_gap_ev": [6.8878, 7.3367],
  "spin_multiplicity": 2,
  "mol_weight_g_mol": 664.768,
  "relative_energy_kcal_mol": 33.8,
  "s_squared": 0.762,
  "symbols": ["C", "H", "H", "H", "C", "C", "H", "N", "H", "O", "C", "H", "C", "H", "N", "C", "C", "C", "C", "C", "H", "N", "H", "N", "N", "S", "C", "H", "C", "H", "C", "H", "C", "H", "C", "H", "H", "C", "Ru", "C", "C", "C", "S", "N", "N", "C", "H", "H", "C", "H", "C", "H", "N", "N", "H", "S", "C", "H", "N", "N"],
  "xyz": [[-3.15, 1.72, 2.78], [-0.96, 2.28, -2.10], [0.51, 1.19, 4.42], [-4.18, 1.45, 2.97], [-0.56, 2.36, 2.20], [1.13, -0.31, -3.91], [5.52, -0.67, -1.63], [1.91, -0.39, -0.31], [0.92, 1.37, 6.08], [0.38, 1.79, -0.57], [0.25, -1.04, 3.20], [-3.05, 3.23, 4.31], [3.59, -0.57, -3.58], [1.14, -0.55, 7.43], [-1.16, 1.39, 1.52], [-1.29, 0.05, -2.70], [3.44, -0.53, -2.14], [4.51, -0.59, -1.25], [-1.87, -2.63, -0.85], [-2.52, 2.71, 3.52], [-3.97, -0.42, 1.17], [0.18, -0.91, 2.06], [-0.69, 3.82, 3.78], [-2.72, -1.75, -0.43], [0.84, -1.10, 6.65], [-2.50, -3.98, -1.80], [0.99, -0.32, -2.53], [-4.11, -2.34, -2.53], [-1.22, 0.08, -4.09], [-4.09, -3.80, -3.55], [-1.20, 3.03, 3.24], [-2.12, 0.26, -4.66], [-0.01, -0.12, -4.70], [2.69, -0.42, 1.59], [2.15, -0.43, -1.64], [0.78, -2.10, 6.74], [0.10, -0.11, -5.78], [-3.48, -3.07, -3.03], [-0.10, -0.23, 0.12], [-0.54, 2.65, -1.15], [2.47, -0.48, -4.44], [2.93, -0.44, 0.53], [4.38, -0.69, -5.81], [-0.22, -0.16, -1.94], [-2.16, -0.70, 0.26], [4.25, -0.54, 0.10], [-2.81, -2.58, -3.73], [0.45, 2.60, 1.88], [-2.42, 1.06, 1.80], [-1.40, 2.88, -0.50], [0.66, -0.56, 5.43], [5.05, -0.59, 0.83], [0.80, 0.77, 5.28], [0.36, -1.38, 4.45], [-2.23, 0.20, -2.19], [-0.19, -2.69, -0.53], [-2.95, -0.07, 1.04], [-0.05, 3.60, -1.38], [4.74, -0.69, -4.23], [2.78, -0.53, -5.72]]
}

=====

Entry 2:
{
  "formula": "C4H7F2NO",
  "method": "ωB97M-V with the def2-TZVPD basis set",
  "charge": 0,
  "orbital_gap_ev": 11.1156,
  "mol_weight_g_mol": 123.102,
  "relative_energy_kcal_mol": 35.7,
  "symbols": ["C", "H", "C", "C", "H", "F", "F", "O", "H", "C", "H", "N", "H", "H", "H"],
  "xyz": [[-1.36, -0.41, 1.17], [-1.75, 1.40, 2.12], [-0.05, -0.21, 0.16], [1.05, -1.55, -1.45], [-0.59, 0.36, 3.10], [-2.31, -0.11, 0.22], [-1.50, -1.70, 1.44], [-0.01, -1.42, -0.46], [1.06, 0.85, -0.93], [-1.49, 0.41, 2.48], [2.11, -1.24, -1.24], [0.57, 0.84, -0.02], [-2.31, 0.19, 3.06], [0.60, -0.91, -2.29], [1.05, -2.56, -1.83]]
}

=====

Entry 3:
{
  "formula": "C6H7Br6F3O2",
  "method": "ωB97M-V with the def2-TZVPD basis set",
  "charge": 0,
  "orbital_gap_ev": 10.1024,
  "mol_weight_g_mol": 647.538,
  "relative_energy_kcal_mol": 0.0,
  "symbols": ["C", "F", "C", "H", "Br", "Br", "H", "Br", "O", "C", "Br", "C", "H", "Br", "O", "H", "H", "Br", "H", "F", "H", "C", "F", "C"],
  "xyz": [[9.18, -2.27, 14.73], [12.58, -3.51, 13.06], [12.67, -3.48, 14.39], [8.72, -1.18, 12.92], [16.59, -4.96, 9.99], [10.05, -5.32, 9.19], [7.31, -1.54, 13.92], [16.63, -5.37, 13.15], [11.39, -2.64, 16.23], [8.26, -1.93, 13.56], [12.79, -5.92, 7.74], [16.35, -6.21, 11.44], [8.07, -2.83, 12.97], [12.69, -5.77, 10.89], [10.44, -2.69, 14.20], [8.74, -3.06, 15.34], [11.49, -7.32, 9.37], [17.48, -7.76, 11.20], [15.33, -6.55, 11.41], [13.76, -2.76, 14.72], [9.31, -1.38, 15.35], [11.42, -2.88, 15.07], [12.87, -4.73, 14.82], [11.72, -6.27, 9.30]]
}

=====

Entry 4:
{
  "formula": "C4H35N2O15",
  "method": "ωB97M-V with the def2-TZVPD basis set",
  "charge": -1,
  "orbital_gap_ev": 9.2610,
  "mol_weight_g_mol": 351.323,
  "relative_energy_kcal_mol": 39.8,
  "symbols": ["O", "H", "H", "H", "C", "C", "O", "H", "O", "O", "H", "O", "H", "H", "H", "H", "C", "H", "H", "O", "H", "H", "H", "H", "H", "H", "O", "H", "H", "H", "H", "O", "H", "H", "H", "H", "O", "H", "H", "H", "O", "H", "O", "O", "O", "O", "H", "H", "N", "O", "N", "H", "H", "H", "H", "C"],
  "xyz": [[1.61, -1.02, 2.30], [-2.82, -1.26, 0.11], [-0.49, -0.24, -2.88], [-3.38, -1.54, -2.23], [0.31, -2.24, -0.41], [-1.31, -0.18, 1.19], [-1.06, 2.08, 3.41], [-1.22, -3.34, 0.04], [-4.14, -1.02, -1.97], [2.01, -1.83, -4.27], [3.13, -1.90, -1.20], [3.18, -1.21, -1.86], [1.20, 1.59, -3.00], [-0.88, 2.15, -3.67], [0.59, -1.20, -0.51], [0.06, 0.66, -0.13], [-1.88, -1.51, 0.61], [-0.62, 3.16, -2.55], [1.17, 2.65, 2.07], [0.85, 0.34, 4.26], [1.21, -0.19, 3.42], [1.93, 0.15, -2.87], [-0.28, 1.50, 3.32], [-1.78, -0.95, -2.36], [-0.20, -3.26, 2.11], [2.92, 0.68, 0.61], [-1.34, -0.11, -2.45], [2.86, -0.41, -1.39], [-3.75, -0.23, -1.57], [1.81, 1.80, 3.29], [-0.14, 3.87, 0.14], [1.92, 2.14, 2.40], [-2.76, 1.57, 0.24], [-0.40, -0.56, 1.64], [2.53, -1.78, -3.45], [-1.28, 1.89, 4.32], [2.17, 0.39, 0.08], [1.65, -0.11, 0.75], [-0.68, -3.13, 3.55], [2.43, -1.44, 2.59], [0.96, -2.85, 0.68], [-2.07, 0.25, 1.83], [-0.56, 3.04, -3.51], [-1.50, 2.58, -1.06], [0.24, 4.16, 0.99], [-0.62, -3.76, 2.82], [-0.55, 4.34, 1.51], [0.55, -2.78, -1.33], [-1.16, -2.41, -0.36], [1.28, 0.69, -3.33], [-0.88, 0.83, 0.21], [1.18, -2.14, 1.40], [-2.08, -2.14, 1.47], [1.10, -1.55, -4.15], [1.22, -0.03, 5.06], [-1.77, 1.74, -0.21]]
}

=====

Entry 5:
{
  "formula": "C33H56KN5OP2",
  "method": "ωB97M-V with the def2-TZVPD basis set",
  "charge": 0,
  "orbital_gap_ev": 6.3716,
  "mol_weight_g_mol": 639.891,
  "relative_energy_kcal_mol": 0.0,
  "symbols": ["H", "H", "C", "H", "C", "H", "H", "H", "C", "N", "H", "H", "K", "H", "H", "H", "H", "H", "C", "H", "H", "C", "C", "H", "C", "H", "C", "H", "H", "C", "C", "H", "P", "H", "C", "H", "H", "H", "H", "C", "H", "H", "C", "C", "C", "C", "H", "C", "P", "H", "H", "C", "C", "H", "C", "N", "C", "N", "C", "H", "H", "C", "H", "C", "H", "C", "H", "H", "C", "H", "C", "N", "H", "H", "H", "H", "C", "C", "H", "N", "H", "H", "H", "O", "H", "C", "H", "H", "H", "H", "H", "C", "H", "H", "H", "C", "C", "H"],
  "xyz": [[-4.59, 2.37, -2.25], [5.23, 1.30, -2.39], [2.81, 2.17, -2.77], [3.61, 2.16, -3.52], [3.51, 2.28, -1.42], [-1.51, -2.17, 1.51], [-3.94, 0.75, -2.64], [5.00, 3.69, -0.60], [3.22, 2.54, 1.57], [4.49, -4.10, -0.19], [0.32, -7.80, -0.31], [-1.09, 0.37, 1.77], [0.27, -1.47, -0.20], [-4.10, -2.94, -4.04], [2.96, 2.22, 3.71], [-4.34, 3.26, 0.05], [4.03, 0.18, -1.73], [1.44, 2.19, 2.78], [-1.75, -4.85, -0.70], [2.51, 0.83, 2.70], [-2.86, -1.22, -2.73], [-5.66, 0.87, -0.50], [4.26, 3.64, -1.40], [-6.23, 1.78, -0.69], [4.64, 1.89, 1.67], [-2.84, 2.02, -2.00], [0.85, 3.17, -0.23], [-2.81, 2.63, 0.45], [-5.93, 0.14, -1.26], [-3.03, -0.59, 1.70], [3.44, -2.16, 0.04], [-2.35, 1.40, 2.33], [-3.00, -0.23, -0.15], [0.15, 5.13, -0.66], [-3.93, -1.65, -0.91], [3.94, 4.22, 2.78], [4.76, 3.73, -2.35], [2.25, 1.26, -2.84], [-0.88, 3.81, 0.88], [-3.84, 2.34, 0.39], [4.95, 1.96, 2.71], [-3.13, -2.80, 1.79], [0.05, 3.25, 1.09], [-4.18, 1.18, -0.55], [2.57, -5.68, 0.10], [2.49, 1.91, 2.77], [0.55, 3.82, 1.88], [-3.83, 1.59, -1.95], [2.33, 1.93, 0.00], [5.37, 2.30, 1.00], [5.62, -2.31, -0.46], [-4.32, -0.43, 2.49], [-2.47, -1.98, 2.02], [2.50, 4.64, 1.90], [-4.84, -2.46, -0.28], [3.25, -6.78, 0.44], [1.11, 4.58, -0.70], [1.31, -5.95, -0.22], [3.45, 4.09, 1.81], [-4.78, 0.55, 2.38], [4.24, -6.78, 0.70], [2.41, -7.86, 0.29], [-6.26, -4.04, -0.47], [3.15, -4.31, 0.03], [5.23, 1.00, -0.67], [-3.63, -1.87, -2.27], [1.48, 4.66, -1.74], [-2.28, -2.00, 3.09], [4.54, 1.11, -1.51], [-0.16, 2.26, 1.47], [-2.02, 0.36, 2.31], [2.51, -3.20, 0.16], [-5.89, -4.28, -2.97], [-4.14, -0.54, 3.58], [5.18, -4.77, -0.46], [4.59, 0.81, 1.46], [-4.35, -2.83, -3.01], [-0.16, 2.53, -1.18], [-5.99, 0.49, 0.46], [1.82, 0.47, 0.09], [0.17, 2.36, -2.20], [-5.08, -1.18, 2.26], [-4.23, 2.18, 1.39], [-2.29, -5.85, -0.77], [3.63, 4.51, -1.22], [-5.53, -3.41, -0.99], [-5.08, -2.41, 0.78], [2.75, -8.84, 0.61], [4.04, 4.57, 1.04], [-1.75, 0.06, 3.33], [-1.02, 3.18, -1.25], [-5.32, -3.57, -2.37], [1.81, 5.15, -0.08], [2.17, 3.06, -3.01], [-0.52, 1.59, -0.73], [4.66, -2.72, -0.20], [1.22, -7.31, -0.08], [3.15, -1.11, 0.08]]
}

=====

Entry 6:
{
  "formula": "C3H4N3",
  "method": "ωB97M-V with the def2-TZVPD basis set",
  "charge": 1,
  "orbital_gap_ev": [7.8509, 7.3843],
  "spin_multiplicity": 3,
  "mol_weight_g_mol": 82.086,
  "relative_energy_kcal_mol": 66.6,
  "s_squared": 2.038,
  "symbols": ["H", "N", "N", "C", "N", "H", "C", "H", "H", "C"],
  "xyz": [[0.65, -2.58, -1.53], [-1.07, 0.27, 0.62], [1.29, 3.35, 1.13], [-0.91, -1.71, -0.64], [-0.79, -0.66, -0.02], [1.63, 4.22, 1.57], [-0.39, -2.60, -1.44], [-0.92, -3.62, -1.79], [-0.24, 1.01, 0.92], [0.74, 2.32, 1.19]]
}

=====

Entry 7:
{
  "formula": "C11H15N",
  "method": "ωB97M-V with the def2-TZVPD basis set",
  "charge": 0,
  "orbital_gap_ev": 8.6874,
  "mol_weight_g_mol": 161.248,
  "relative_energy_kcal_mol": 24.2,
  "symbols": ["C", "C", "H", "H", "C", "H", "H", "H", "H", "H", "C", "H", "C", "C", "H", "H", "C", "C", "C", "C", "H", "H", "H", "H", "H", "N", "C"],
  "xyz": [[1.22, 0.09, 2.01], [0.25, 2.30, 2.45], [-2.53, -2.48, -2.20], [-1.09, -2.46, -1.13], [0.33, 1.47, 0.29], [0.12, 3.19, 3.08], [2.84, -1.90, -0.85], [-1.32, -1.36, -2.60], [-0.44, 3.43, 0.65], [1.85, -0.73, 2.38], [1.80, -1.80, -0.52], [1.64, -2.18, 0.49], [0.73, 1.02, 2.88], [1.32, -0.37, -0.56], [-0.12, 2.34, -1.54], [-3.17, -0.26, -1.20], [0.90, 0.41, -1.62], [0.97, 0.28, 0.64], [-1.77, -1.87, -1.74], [-2.33, -0.80, -0.79], [0.91, 0.41, -2.70], [0.75, 0.94, 3.95], [-1.65, -0.05, -0.39], [1.31, -2.52, -1.20], [-2.70, -1.13, 0.20], [0.23, 1.50, -1.11], [-0.05, 2.52, 1.12]]
}

=====

Entry 8:
{
  "formula": "C8H15N3",
  "method": "ωB97M-V with the def2-TZVPD basis set",
  "charge": 0,
  "orbital_gap_ev": 9.3368,
  "mol_weight_g_mol": 153.229,
  "relative_energy_kcal_mol": 202.2,
  "symbols": ["H", "H", "N", "C", "C", "H", "H", "H", "C", "C", "H", "C", "C", "N", "C", "N", "H", "H", "H", "H", "H", "C", "H", "H", "H", "H"],
  "xyz": [[-1.81, -1.25, 0.18], [0.29, -0.93, 0.74], [-3.63, -1.31, 2.10], [2.11, -0.86, -0.85], [-1.58, -0.52, 0.98], [-0.60, -0.98, 1.45], [2.09, 1.41, 0.45], [1.30, -0.27, -2.97], [-1.42, 0.89, 0.31], [1.34, -0.58, 0.49], [1.07, 1.23, 2.04], [0.24, 0.51, -1.37], [1.22, 0.86, 0.84], [-2.80, -0.23, 1.85], [1.61, 0.06, -1.84], [-4.62, -2.11, 2.13], [-1.86, 1.41, 1.25], [0.22, 2.28, -0.23], [-0.48, -0.44, -1.69], [1.93, -1.14, 1.29], [3.12, -0.59, -0.59], [0.05, 1.19, -0.04], [-0.16, 1.35, -2.14], [-1.94, 0.91, -0.63], [2.18, 1.05, -2.32], [2.14, -1.93, -1.45]]
}

=====

Entry 9:
{
  "formula": "C4H6N2O",
  "method": "ωB97M-V with the def2-TZVPD basis set",
  "charge": 0,
  "orbital_gap_ev": 6.7382,
  "mol_weight_g_mol": 98.105,
  "relative_energy_kcal_mol": 48.2,
  "symbols": ["H", "H", "C", "O", "H", "N", "H", "H", "H", "C", "N", "C", "C"],
  "xyz": [[1.77, 0.64, -1.62], [-1.35, -0.73, 2.47], [0.20, -0.94, 0.90], [-0.67, 1.79, -1.15], [0.78, -1.80, 1.24], [1.22, -0.19, -1.40], [0.54, -0.26, -2.17], [-2.16, 1.22, 1.03], [1.82, -1.01, -1.41], [-0.49, 0.98, -0.22], [-1.28, 0.74, 0.90], [0.52, 0.00, -0.12], [-0.89, -0.43, 1.54]]
}

=====

Entry 10:
{
  "formula": "C2H2ClNO",
  "method": "ωB97M-V with the def2-TZVPD basis set",
  "charge": 0,
  "orbital_gap_ev": [6.7636, 6.7629],
  "mol_weight_g_mol": 91.497,
  "relative_energy_kcal_mol": 100.6,
  "symbols": ["C", "H", "Cl", "C", "N", "H", "O"],
  "xyz": [[-0.97, 0.09, 0.13], [0.54, -1.18, 1.35], [0.57, 0.50, -2.11], [0.09, 0.72, -0.61], [-1.97, -0.34, 0.53], [0.63, 1.43, 0.06], [1.12, -1.21, 0.65]]
}

=====

Entry 11:
{
  "formula": "C6H12O",
  "method": "ωB97M-V with the def2-TZVPD basis set",
  "charge": 0,
  "orbital_gap_ev": 10.4673,
  "mol_weight_g_mol": 100.161,
  "relative_energy_kcal_mol": 99.5,
  "symbols": ["C", "H", "H", "O", "C", "H", "H", "H", "H", "H", "C", "H", "H", "C", "C", "H", "C", "H", "H"],
  "xyz": [[0.35, 1.15, 1.21], [-1.18, -1.68, -1.01], [0.44, -2.43, 1.50], [0.30, 0.09, -1.90], [1.68, 1.40, 0.54], [1.02, -2.49, -0.18], [-1.47, -3.12, -0.02], [2.04, 0.79, -0.31], [-0.17, 2.05, -2.03], [2.48, 1.83, 1.17], [-1.11, -2.08, 0.00], [-0.05, 3.15, 0.25], [-1.80, -1.51, 0.64], [0.40, 2.19, 0.45], [-0.45, 1.02, -1.74], [-1.44, 0.92, -1.24], [0.33, -1.98, 0.51], [0.64, -0.95, 0.56], [-0.18, 0.67, 2.03]]
}

=====

Entry 12:
{
  "formula": "C5H15NO",
  "method": "ωB97M-V with the def2-TZVPD basis set",
  "charge": 0,
  "orbital_gap_ev": 9.7572,
  "mol_weight_g_mol": 105.181,
  "relative_energy_kcal_mol": 27.8,
  "symbols": ["H", "O", "C", "H", "H", "N", "H", "H", "H", "H", "H", "H", "C", "H", "H", "H", "C", "H", "C", "H", "C", "H"],
  "xyz": [[-0.68, 0.46, -2.44], [2.85, 1.46, -0.34], [0.31, -1.23, 2.08], [-0.42, 0.71, 2.29], [2.25, 0.77, -0.64], [-0.28, 0.44, 0.21], [0.26, -2.14, 1.48], [0.97, -0.14, -2.50], [1.36, -0.98, 2.14], [-0.83, -1.48, -0.44], [-1.58, -0.36, 1.68], [2.78, 2.16, -1.00], [-0.04, -0.39, -2.18], [0.91, -1.16, -0.45], [-1.25, 1.78, -1.06], [-0.34, -1.21, -2.81], [-1.47, 1.18, -0.19], [-1.72, 1.88, 0.61], [-0.07, -0.73, -0.69], [-0.13, -1.49, 3.04], [-0.52, -0.08, 1.56], [-2.34, 0.55, -0.34]]
}